# 1
Formula: C16H44N2O15S
Source: the OMol25 dataset
Level of theory: wB97M-V/def2-TZVPD

Positions of all 78 atoms, in Å:
S (-4.287, 1.757, -1.526)
O (-1.370, -2.049, -0.338)
O (-5.163, 1.071, -0.612)
O (-2.350, -5.917, -0.850)
O (5.616, -4.259, 0.491)
O (-3.995, -8.096, -0.098)
O (-0.085, -4.874, 0.575)
O (-3.193, -2.285, -3.952)
O (-0.642, 2.065, 3.355)
O (-0.752, -1.034, 3.753)
O (2.641, -4.376, -0.635)
O (0.524, -0.872, -0.409)
O (-1.937, 1.366, 1.085)
O (4.396, 4.416, -1.301)
O (-4.647, 1.588, -2.912)
O (4.392, -1.835, 0.361)
N (-1.313, 2.849, -0.506)
N (3.276, 2.075, 2.128)
C (-0.297, -1.430, 0.246)
C (4.244, 2.280, 3.065)
C (-1.606, 1.570, -2.413)
C (1.836, 3.107, 0.418)
C (2.307, 1.289, 2.687)
C (0.711, 2.323, -1.735)
C (-0.754, 2.737, -1.841)
C (-2.577, -1.265, -0.205)
C (3.218, 2.553, 0.766)
C (1.589, 3.408, -1.081)
C (-1.927, 1.712, -0.079)
C (-4.351, 3.504, -1.157)
C (2.657, 0.974, 3.974)
C (-2.607, 1.111, -1.318)
C (3.915, 1.614, 4.220)
C (-2.761, -0.424, -1.478)
H (4.220, 5.346, -1.119)
H (5.110, -4.017, -0.288)
H (1.094, 2.083, -2.730)
H (1.710, -4.570, -0.467)
H (-3.054, -2.634, -4.839)
H (2.496, 3.555, -1.670)
H (5.210, 4.442, -1.817)
H (1.732, 4.039, 0.981)
H (1.055, 4.364, -1.128)
H (-0.779, 3.627, -2.472)
H (-0.790, 2.966, 3.660)
H (-2.090, -5.386, -1.609)
H (-4.146, -2.158, -3.893)
H (-0.855, 0.797, -2.569)
H (-0.857, -5.426, 0.745)
H (-4.923, -8.294, 0.062)
H (-4.505, 4.032, -2.092)
H (-5.249, 3.625, -0.555)
H (4.002, 3.258, 0.534)
H (2.106, 0.350, 4.654)
H (-0.446, -4.114, 0.106)
H (-3.136, -6.400, -1.128)
H (1.419, 0.973, 2.174)
H (4.475, 1.554, 5.136)
H (3.391, 1.683, 0.117)
H (-3.515, -8.710, 0.467)
H (-3.765, -0.618, -1.850)
H (-3.386, -1.990, -0.155)
H (5.250, -3.695, 1.177)
H (0.812, 1.416, -1.135)
H (-0.897, -0.126, 4.049)
H (-1.396, -1.155, 3.050)
H (1.086, 2.387, 0.738)
H (-2.037, 1.734, -3.398)
H (3.117, -4.988, -0.060)
H (-0.224, -1.523, 1.337)
H (-1.284, 1.941, 2.640)
H (-2.609, -0.703, 0.726)
H (4.649, -1.299, -0.395)
H (-3.499, 3.860, -0.590)
H (5.133, 2.872, 2.919)
H (-0.842, 3.410, 0.190)
H (3.616, -2.325, 0.053)
H (-2.107, -0.836, -2.233)

Output
SMILES string	CS(=O)(=O)[C@@]1(CCOC=O)C[C@H](CCCCn2cccc2)NC1=O.O.O.O.O.O.O.O.O.O.O
net charge	0
multiplicity	1

# 2
Formula: C8H16N3O3S
Source: the OMol25 dataset
Level of theory: wB97M-V/def2-TZVPD

Positions of all 31 atoms, in Å:
S (-1.612, 0.266, -0.330)
O (-2.205, -0.997, -0.380)
O (-1.425, 0.836, 1.242)
O (-1.499, 1.273, -1.295)
N (-3.413, 1.104, 0.393)
N (0.287, -0.326, -0.436)
N (2.626, -1.000, -0.800)
C (0.512, -1.428, 0.476)
C (-2.893, 1.915, 2.707)
C (1.125, 0.831, -0.093)
C (2.537, 0.444, -0.546)
C (1.996, -1.727, 0.311)
C (1.846, -1.287, -2.016)
C (-2.712, 1.271, 1.446)
C (0.494, -0.665, -1.887)
H (0.502, 0.112, -2.574)
H (2.205, -2.706, 0.027)
H (-3.665, 2.606, 2.817)
H (-0.011, -2.297, 0.028)
H (-0.211, -1.466, -2.109)
H (2.379, -1.061, -2.865)
H (1.899, -2.404, -2.248)
H (-4.352, 1.285, 0.277)
H (0.233, -1.150, 1.449)
H (1.131, 1.260, 0.834)
H (-3.098, 1.087, 3.273)
H (0.738, 1.785, -0.681)
H (2.547, -1.308, 1.115)
H (2.755, 0.893, -1.425)
H (3.195, 0.606, 0.200)
H (-1.913, 2.247, 3.088)

Output
net charge	+1
relative energy (zero: lowest compared OMol25 entry of this formula, charge and spin)	79.50	kcal/mol
multiplicity	1

# 3
Formula: CH3N2OS
Source: the OMol25 dataset
Level of theory: wB97M-V/def2-TZVPD

Positions of all 8 atoms, in Å:
S (-2.729, -0.463, 0.000)
O (-0.732, 1.431, 0.171)
N (-1.204, 0.012, 0.019)
N (-0.239, -0.811, -0.027)
C (1.024, -0.162, -0.036)
H (1.693, -0.879, -0.206)
H (1.104, 0.559, -0.839)
H (1.084, 0.314, 0.920)

Output
SMILES string	C/N=[N+](\[O-])[S-]
net charge	-1
relative energy (zero: lowest compared OMol25 entry of this formula, charge and spin)	25.58	kcal/mol
multiplicity	1

# 4
Formula: C2H11N3O2
Source: the OMol25 dataset
Level of theory: wB97M-V/def2-TZVPD

Positions of all 18 atoms, in Å:
O (-3.880, 1.764, 4.723)
O (2.187, 3.371, -2.045)
N (0.036, -1.118, -1.081)
N (0.953, -1.994, 0.880)
N (2.323, -1.050, -0.793)
C (-1.317, -1.449, -0.672)
C (1.084, -1.360, -0.215)
H (1.993, 3.173, -2.969)
H (-1.702, -0.576, -0.124)
H (-4.408, 2.336, 4.168)
H (-1.938, -1.496, -1.561)
H (-3.440, 1.078, 4.194)
H (-1.339, -2.360, -0.092)
H (1.715, 4.180, -1.957)
H (1.862, -2.299, 1.209)
H (3.159, -1.266, -0.280)
H (2.463, -0.367, -1.504)
H (0.246, -0.567, -1.882)

Output
SMILES string	[H]/N=C(\N)NC.O.O
net charge	0
relative energy (zero: lowest compared OMol25 entry of this formula, charge and spin)	21.70	kcal/mol
multiplicity	1

What are the lowest unoccupied orbital energy values for these records? In order: 0.0048, -0.1018, 0.1543, 0.0182 Ha.